Molecular formula: C24H31N3O3
Method: DFT, the ωB97M-V functional and the def2-TZVPD basis

Summary:
* Kohn-Sham gap: 7.8 eV
* energy: -35983.4754 eV
* highest occupied orbital energy: -7.64 eV
* energy above the lowest of the compared OMol25 structures with the same formula, charge and spin: 516.7 kcal per mole
* lowest unoccupied orbital energy: 0.210 eV

Structure (XYZ):
```
61
C24H31N3O3 the ωB97M-V functional and the def2-TZVPD basis
C 6.386 -1.625 -1.412
H 7.195 -0.809 -1.558
H 6.287 -1.882 -2.533
C 5.104 -1.214 -0.837
C 4.057 -2.500 -0.885
C 2.720 -1.954 0.056
H 1.978 -2.818 0.270
C 3.129 -1.328 1.271
N 4.068 -0.262 1.179
C 3.939 0.952 1.598
O 4.656 2.089 1.464
C 2.424 1.376 2.120
O 2.379 1.080 3.315
C 1.496 1.644 1.302
C 0.125 1.584 1.468
N -0.695 1.748 0.622
C 0.235 1.671 -0.552
C -0.159 1.931 -1.865
C 1.023 2.141 -2.914
C 2.216 2.002 -2.309
C 2.523 1.799 -1.186
C 1.420 1.813 -0.007
H 3.594 1.890 -0.725
H 2.970 2.067 -2.989
H 0.702 2.316 -4.144
H -1.064 2.078 -2.287
C -2.045 1.562 0.450
H -2.378 2.661 -0.287
H -2.522 1.937 1.561
C -2.490 0.302 0.091
O -1.715 -0.458 -0.123
N -3.869 0.174 -0.383
C -4.774 1.312 -0.123
H -4.528 1.800 0.656
C -6.264 0.731 0.145
H -6.633 0.555 -0.712
H -6.785 1.698 0.203
C -6.326 -0.173 1.571
C -6.196 -1.603 0.877
C -4.890 -1.873 0.473
C -4.188 -1.176 -0.588
H -5.172 -0.886 -1.275
H -3.489 -1.606 -1.175
H -4.823 -3.174 0.049
H -4.171 -1.877 1.134
H -6.275 -2.364 1.686
H -6.813 -1.956 0.104
H -5.432 -0.105 2.090
H -7.273 0.012 1.678
H -4.940 1.934 -1.019
H -0.271 1.550 2.525
C 5.369 -0.631 0.553
H 6.183 0.264 0.479
H 5.901 -1.547 1.285
H 2.385 -1.056 2.038
H 3.640 -2.064 2.190
H 2.262 -1.128 -0.625
H 3.692 -2.651 -1.685
H 4.507 -3.071 -0.182
H 4.749 -0.375 -1.093
H 6.866 -2.509 -1.031
```

Molecular formula: C27H27N7O4Pd
Method: DFT, the ωB97M-V functional and the def2-TZVPD basis

Summary:
* Kohn-Sham gap: 7.7 eV
* energy: -50534.2431 eV
* highest occupied orbital energy: -7.76 eV
* energy above the lowest of the compared OMol25 structures with the same formula, charge and spin: 14.8 kcal per mole
* lowest unoccupied orbital energy: -0.026 eV

Structure (XYZ):
```
66
C27H27N7O4Pd the ωB97M-V functional and the def2-TZVPD basis
Pd -0.258 0.027 -0.213
C 1.829 -1.370 1.838
N 2.106 -0.863 0.498
C 3.216 0.076 0.555
C 2.331 -1.951 -0.441
C 1.030 -2.500 -0.981
C 0.987 -3.791 -1.502
C -0.179 -4.309 -2.045
C -1.326 -3.528 -2.068
C -1.298 -2.238 -1.551
C -0.127 -1.715 -1.010
H 2.721 -1.840 2.281
H 1.026 -2.105 1.795
H 1.511 -0.553 2.486
H 4.138 -0.385 0.944
H 2.950 0.909 1.206
H 3.423 0.477 -0.438
H 2.928 -2.756 0.016
H 2.926 -1.562 -1.272
H 1.884 -4.403 -1.479
H -0.196 -5.317 -2.440
H -2.248 -3.926 -2.475
H -2.200 -1.637 -1.566
O -1.365 -0.853 1.406
C -1.655 -0.253 2.441
C -1.891 1.154 2.624
C -2.519 1.501 3.830
C -2.887 2.790 4.071
C -2.625 3.802 3.126
C -1.986 3.501 1.965
C -1.559 2.163 1.652
O -0.931 1.946 0.575
N -3.572 3.127 5.320
O -3.738 2.242 6.140
O -3.947 4.277 5.464
H -1.795 -0.864 3.349
H -2.736 0.741 4.572
H -2.933 4.814 3.350
H -1.758 4.271 1.239
C -2.013 1.922 -2.396
C -0.620 1.551 -2.765
N 0.207 0.810 -2.058
C 1.369 0.682 -2.789
C 1.246 1.358 -3.954
N -0.021 1.908 -3.931
C -0.647 2.634 -5.016
N -0.594 1.869 -6.232
N 0.027 2.382 -7.323
N -0.018 1.530 -8.275
C -0.675 0.400 -7.812
C -0.967 -0.805 -8.461
C -1.621 -1.766 -7.730
C -1.977 -1.548 -6.377
C -1.699 -0.368 -5.730
C -1.043 0.609 -6.494
H -2.255 1.447 -1.450
H -2.726 1.598 -3.158
H -2.119 3.000 -2.260
H 2.196 0.092 -2.437
H 1.912 1.492 -4.789
H -0.138 3.573 -5.217
H -1.677 2.836 -4.732
H -0.679 -0.965 -9.491
H -1.864 -2.716 -8.188
H -2.476 -2.339 -5.833
H -1.955 -0.223 -4.689
```

Molecular formula: C24H25HfN3O4P2S7
Method: DFT, the ωB97M-V functional and the def2-TZVPD basis

Summary:
* Kohn-Sham gap: 7.7 eV
* energy: -133685.2799 eV
* highest occupied orbital energy: -7.65 eV
* energy above the lowest of the compared OMol25 structures with the same formula, charge and spin: 47.6 kcal per mole
* lowest unoccupied orbital energy: 0.019 eV

Structure (XYZ):
```
66
C24H25HfN3O4P2S7 the ωB97M-V functional and the def2-TZVPD basis
Hf 0.261 0.087 1.160
C 2.846 -2.562 -0.411
P 2.060 -0.962 -0.694
C 1.506 -1.039 -2.437
C 3.597 -0.005 -0.741
C 4.360 0.097 -1.908
C 5.588 0.662 -1.820
C 6.085 1.202 -0.650
C 5.304 1.195 0.498
C 4.040 0.554 0.430
P 2.898 0.540 1.915
C 3.710 -0.729 2.983
C 3.484 2.089 2.758
H 3.675 -2.659 -1.026
H 2.193 -3.454 -0.655
H 2.996 -2.853 0.681
H 2.243 -1.658 -2.971
H 1.583 -0.067 -2.820
H 0.509 -1.386 -2.527
H 4.090 -0.181 -2.934
H 6.165 0.766 -2.701
H 7.028 1.634 -0.561
H 5.615 1.704 1.473
H 4.794 -0.656 3.024
H 3.442 -1.772 2.689
H 3.424 -0.646 4.047
H 4.351 1.838 3.314
H 2.696 2.254 3.503
H 3.732 2.831 1.999
S 1.016 2.305 0.277
C 0.110 2.657 -1.178
C 0.348 3.912 -1.781
C -0.473 4.430 -2.717
C -1.679 3.740 -2.953
C -1.844 2.480 -2.448
C -0.946 1.906 -1.567
S -1.200 0.260 -0.987
H 1.263 4.395 -1.338
H -0.313 5.448 -3.091
H -2.470 4.075 -3.650
H -2.692 1.977 -2.696
O 0.158 -2.914 2.133
N 0.945 -1.727 2.561
O -1.377 0.536 4.891
S -0.634 0.146 3.781
O 0.260 1.184 3.151
O -1.412 -0.324 2.551
S 0.590 -1.533 4.188
S -5.954 -3.282 2.170
C -4.443 -2.928 1.571
S -2.969 -3.364 2.327
C -2.118 -2.567 1.013
N -2.926 -2.084 0.125
N -4.225 -2.259 0.398
C -5.205 -1.631 -0.369
C -5.973 -2.431 -1.236
C -7.022 -1.812 -1.954
C -7.261 -0.490 -1.875
C -6.525 0.320 -0.952
C -5.588 -0.302 -0.168
S -0.385 -2.674 0.693
H -5.806 -3.443 -1.289
H -7.719 -2.455 -2.440
H -8.069 -0.023 -2.480
H -6.728 1.395 -0.803
H -5.010 0.254 0.526
```

Molecular formula: C10H30O5
Method: DFT, the ωB97M-V functional and the def2-TZVPD basis

Summary:
* Kohn-Sham gap: 8.3 eV
* energy: -21077.4628 eV
* highest occupied orbital energy: -7.88 eV
* energy above the lowest of the compared OMol25 structures with the same formula, charge and spin: 362.7 kcal per mole
* lowest unoccupied orbital energy: 0.466 eV

Structure (XYZ):
```
45
C10H30O5 the ωB97M-V functional and the def2-TZVPD basis
C 0.110 -2.040 -1.475
C -1.376 -1.862 -1.610
O -1.827 -1.809 -2.887
H 0.386 -1.679 -0.484
H 0.816 -1.423 -2.032
H 0.310 -3.104 -1.600
H -1.724 -0.950 -1.126
H -1.972 -2.614 -1.092
H -2.092 -2.691 -3.157
C 3.186 -1.435 3.076
C 2.019 -0.517 3.184
O 1.504 -0.501 4.550
H 2.864 -2.419 3.417
H 3.904 -1.025 3.786
H 3.517 -1.534 2.042
H 1.229 -0.828 2.501
H 2.261 0.536 3.042
H 0.920 -1.261 4.596
C -1.487 2.148 1.061
C -2.246 1.256 -0.008
O -1.987 1.970 -1.200
H -2.250 2.854 1.391
H -0.599 2.692 0.738
H -1.320 1.557 1.962
H -3.262 1.227 0.385
H -1.702 0.323 -0.158
H -1.139 1.731 -1.579
C -1.350 0.483 -2.470
C 0.017 1.084 -2.405
O 0.035 2.130 -1.405
H -1.619 -0.122 -1.604
H -1.388 -0.192 -3.325
H -2.261 1.075 -2.550
H 0.230 1.610 -3.335
H 0.707 0.276 -2.160
H 0.832 2.642 -1.563
C 1.486 0.708 0.360
C 0.388 -0.226 0.789
O -0.409 -0.393 -0.393
H 1.162 1.603 -0.172
H 2.163 0.185 -0.316
H 2.054 0.973 1.252
H -0.270 0.248 1.516
H 0.729 -1.173 1.208
H -0.549 0.487 -0.749
```

Molecular formula: C13H10N5O6
Method: DFT, the ωB97M-V functional and the def2-TZVPD basis

Summary:
* Kohn-Sham gap: 5.6 eV
* energy: -33369.6144 eV
* highest occupied orbital energy: -4.02 eV
* charge: -1
* lowest unoccupied orbital energy: 1.581 eV

Structure (XYZ):
```
34
C13H10N5O6 the ωB97M-V functional and the def2-TZVPD basis
C 3.653 -3.495 0.940
C 2.706 -2.332 0.974
C 1.516 -2.405 1.707
C 0.643 -1.328 1.771
C 0.876 -0.156 1.004
C -0.074 0.920 0.934
N -1.346 0.718 1.503
O -2.010 1.696 1.938
O -1.816 -0.451 1.478
C 2.108 -0.073 0.300
C 2.983 -1.150 0.264
H 4.610 -3.200 0.501
H 3.836 -3.882 1.949
H 3.256 -4.332 0.350
H 1.263 -3.317 2.251
H -0.239 -1.403 2.397
H 0.290 1.936 0.779
H 2.326 0.862 -0.220
H 3.897 -1.091 -0.330
O -0.034 3.818 0.062
N -1.231 3.826 -0.326
C -1.769 2.660 -0.942
C -0.959 1.523 -1.186
C -1.631 0.496 -1.828
N -1.222 -0.819 -2.036
O -0.130 -1.356 -1.978
O -2.378 -1.554 -2.373
N -3.512 -0.718 -2.403
C -3.050 0.513 -2.043
N -3.798 1.578 -1.759
C -3.162 2.634 -1.261
O -1.969 4.828 -0.191
H 0.130 1.526 -1.171
H -3.762 3.528 -1.056
```

Molecular formula: C2H5OP
Method: DFT, the ωB97M-V functional and the def2-TZVPD basis

Summary:
* Kohn-Sham gap: 9.8 eV
* energy: -13489.4104 eV
* highest occupied orbital energy: -9.09 eV
* energy above the lowest of the compared OMol25 structures with the same formula, charge and spin: 33.8 kcal per mole
* structure (SMILES): CPC=O
* lowest unoccupied orbital energy: 0.726 eV

Structure (XYZ):
```
9
C2H5OP the ωB97M-V functional and the def2-TZVPD basis
C 1.147 -0.342 0.212
P 0.104 1.238 0.119
C -1.589 0.095 0.125
O -2.637 0.593 0.297
H 1.126 -0.350 1.335
H 2.195 -0.266 -0.158
H 0.808 -1.218 -0.465
H 0.119 1.252 -1.306
H -1.273 -1.003 -0.159
```